{
  "formula": "C3H11N3",
  "method": "ωB97M-V with the def2-TZVPD basis set",
  "relative_energy_kcal_mol": 29.4,
  "total_energy_ev": -7758.8110,
  "smiles": "[H]/N=C\\N.CCN",
  "fmax_ev_per_a": 2.1,
  "symbols": ["H", "N", "H", "H", "H", "H", "C", "H", "N", "H", "C", "H", "H", "N", "H", "C", "H"],
  "coordinates": [[0.46, -3.02, -3.16], [0.74, -2.65, -2.25], [0.02, -0.90, -2.89], [-1.58, 1.18, 0.23], [-1.82, 0.79, 1.93], [0.84, 0.55, 0.17], [-1.42, 1.56, 1.24], [-1.97, 2.50, 1.38], [0.55, -0.78, -0.88], [0.45, 2.65, 1.06], [0.42, -1.37, -2.00], [1.13, -1.29, -0.20], [0.35, -0.23, 1.45], [0.83, 0.63, 1.19], [0.15, 1.95, 2.66], [0.07, 1.76, 1.58], [0.77, -3.34, -1.52]],
  "mulliken_charge": [0.23, -0.45, 0.29, 0.28, 0.28, 0.46, -1.02, 0.34, -0.57, 0.32, -0.02, 0.20, 0.27, -0.71, 0.25, -0.35, 0.21]
}

=====

{
  "formula": "C36H34N3O5PTa",
  "method": "ωB97M-V with the def2-TZVPD basis set",
  "total_energy_ev": -63405.5027,
  "charge": 3,
  "fmax_ev_per_a": 3.5,
  "symbols": ["H", "C", "C", "H", "C", "C", "H", "C", "C", "H", "O", "H", "C", "H", "H", "H", "C", "C", "H", "C", "H", "H", "H", "C", "C", "C", "H", "H", "C", "C", "H", "C", "C", "C", "H", "C", "H", "C", "C", "C", "O", "H", "C", "H", "O", "H", "N", "C", "Ta", "N", "H", "C", "C", "H", "H", "C", "H", "H", "H", "C", "H", "C", "C", "C", "H", "C", "C", "H", "C", "H", "N", "O", "H", "H", "C", "H", "O", "C", "P", "H"],
  "coordinates": [[-0.74, 8.29, 1.60], [-1.76, 3.29, 1.36], [-3.15, 3.28, -1.06], [6.62, 3.41, 0.65], [0.65, -6.51, -1.27], [5.01, 0.11, -0.67], [-2.46, -3.07, -0.34], [2.76, 5.44, -0.73], [1.83, 7.82, 0.43], [6.80, 1.65, 0.83], [4.97, 2.39, 0.15], [-2.66, -2.34, 1.30], [4.36, 1.26, -0.25], [6.09, 0.04, -0.67], [2.27, -3.65, 4.56], [-1.06, -1.02, 5.18], [1.70, 5.40, 0.18], [1.18, -3.09, 2.81], [1.80, -3.67, 2.14], [2.89, 7.83, -0.46], [-1.01, 1.73, -4.01], [1.47, 8.75, 0.84], [6.83, 2.40, -0.79], [2.94, 1.30, -0.24], [0.63, -2.34, 5.02], [1.16, 2.96, 0.29], [0.73, -3.24, -2.14], [0.82, -2.34, 6.08], [3.35, 6.65, -1.04], [-1.19, 2.72, 0.23], [3.35, 8.77, -0.70], [-1.72, 2.23, -3.35], [1.23, 6.61, 0.78], [-0.69, -1.58, 3.16], [3.09, 4.55, -1.22], [2.87, -0.94, -1.05], [0.84, -7.49, -1.68], [0.10, -2.37, 2.31], [0.83, -5.38, -2.05], [4.25, -0.98, -1.07], [-2.03, 0.07, 0.48], [0.49, 8.10, 2.88], [0.60, -4.12, -1.52], [-1.75, 3.29, -3.59], [-1.54, -0.86, -1.41], [4.75, -1.88, -1.41], [0.94, 4.27, 0.48], [1.44, -3.08, 4.17], [-0.05, 0.19, -0.54], [2.42, 2.53, 0.17], [4.16, 6.69, -1.75], [-0.43, -1.59, 4.51], [-3.02, 3.86, 1.28], [-3.72, 3.27, -1.97], [-0.36, -5.05, 1.61], [-0.02, -5.14, 0.59], [0.02, 4.53, 0.84], [-1.50, -0.97, 2.77], [-2.71, 1.79, -3.48], [6.39, 2.44, 0.20], [1.16, -5.47, -3.07], [2.15, 0.21, -0.64], [-3.70, 3.86, 0.08], [0.18, -4.00, -0.20], [0.05, -7.27, 0.65], [-2.13, -2.30, 0.35], [0.21, -6.39, 0.04], [2.33, -1.83, -1.34], [-0.30, 7.60, 2.32], [-1.06, 7.23, 3.00], [0.11, 2.10, 0.22], [0.22, 6.45, 1.65], [-3.47, 4.30, 2.16], [-1.23, 3.25, 2.30], [-1.89, 2.70, -0.99], [-4.69, 4.29, 0.02], [-1.23, 2.05, -2.02], [-2.05, -0.94, -0.24], [-0.23, -2.39, 0.54], [3.15, 3.19, 0.40]],
  "mulliken_charge": [0.43, -0.08, -0.62, 0.29, -0.56, -0.34, 0.50, -0.17, -0.49, 0.40, -0.46, 0.49, 0.70, 0.51, 0.45, 0.46, 0.10, -0.60, 0.55, -0.78, 0.32, 0.47, 0.39, 0.71, -0.53, 0.63, 0.34, 0.44, -1.17, -0.94, 0.43, -1.04, 0.81, -0.49, 0.58, -0.25, 0.44, 0.61, -0.84, -1.45, -0.42, 0.38, -0.19, 0.41, -0.58, 0.47, 0.14, -0.80, 1.43, 0.01, 0.43, -0.82, -0.92, 0.52, 0.52, -0.52, 0.35, 0.31, 0.37, -0.94, 0.45, 0.00, -0.91, 0.78, 0.44, -0.73, -0.75, 0.17, -0.96, 0.25, -0.26, -0.42, 0.57, 0.64, 1.06, 0.48, -0.33, 0.56, 1.09, 0.43]
}

=====

{
  "formula": "C45H56InN7OP3S",
  "method": "ωB97M-V with the def2-TZVPD basis set",
  "total_energy_ev": -103900.1536,
  "charge": 3,
  "fmax_ev_per_a": 5.3,
  "symbols": ["C", "C", "H", "C", "C", "H", "C", "C", "H", "O", "C", "C", "H", "H", "N", "H", "C", "H", "H", "C", "C", "H", "C", "H", "H", "H", "N", "H", "C", "N", "H", "C", "H", "H", "C", "N", "H", "C", "C", "C", "H", "C", "H", "C", "H", "P", "H", "C", "H", "C", "H", "H", "H", "H", "C", "H", "C", "C", "H", "H", "H", "C", "C", "H", "H", "H", "H", "H", "H", "C", "S", "C", "C", "H", "H", "H", "H", "C", "C", "H", "C", "N", "H", "H", "H", "In", "C", "C", "C", "H", "H", "H", "C", "H", "H", "C", "C", "H", "N", "C", "C", "H", "P", "C", "P", "H", "C", "N", "C", "H", "H", "H", "H", "C"],
  "coordinates": [[-3.81, -1.15, -1.97], [3.10, 1.22, -3.94], [0.47, -1.97, 4.88], [2.45, -1.88, 5.70], [1.43, -2.27, -2.67], [3.19, -5.04, -3.41], [-2.62, -3.29, 3.50], [4.83, 2.66, -5.56], [-1.69, -3.83, 3.71], [-2.70, -0.51, 2.85], [5.51, 0.37, 0.84], [-3.28, -2.96, 5.83], [0.39, -1.97, -2.53], [-2.68, 0.69, -2.55], [-3.04, 0.17, 5.38], [-5.31, 1.15, 3.74], [2.01, -1.56, 3.34], [5.54, 3.21, -6.15], [-4.08, 2.43, -6.57], [7.56, 1.40, -0.02], [4.12, -0.97, 4.21], [-2.24, 1.96, 5.90], [-3.62, -2.40, -1.47], [4.60, -0.99, -2.74], [-3.40, -4.10, 3.42], [0.50, 2.00, -4.27], [0.50, 0.82, -2.51], [7.52, -0.57, 0.90], [3.73, -1.48, 5.46], [-5.02, -0.93, 4.09], [3.31, -0.41, -5.33], [-1.03, 3.57, -1.60], [4.45, -1.53, 6.30], [-6.64, -2.25, 4.12], [1.71, -3.58, -3.03], [3.68, -0.49, 1.93], [0.88, -4.31, -3.13], [-1.85, 1.02, 5.51], [-2.78, -0.18, -1.85], [-3.00, 2.26, -6.58], [-2.50, -3.59, -0.08], [4.36, 3.21, -4.34], [-1.11, 1.60, -3.53], [3.03, -3.98, -3.16], [-1.46, 5.55, -1.90], [-0.39, 0.79, -0.90], [-3.40, 0.59, 7.35], [4.07, -3.09, -2.92], [-4.74, -0.32, 6.44], [-0.23, 0.09, -4.79], [-3.22, -2.20, 6.63], [-4.31, -3.29, 5.83], [-1.15, 0.57, 6.22], [-5.03, -2.99, 3.92], [-1.80, 4.72, -1.37], [-0.81, -1.80, 0.43], [2.47, -1.35, -2.62], [5.40, 2.28, -0.55], [-5.82, -2.15, 2.51], [-6.48, 0.06, 2.88], [-4.27, -3.26, -1.73], [-2.46, 2.39, 0.00], [-3.23, 3.55, 0.19], [-1.31, 1.13, 4.58], [2.11, -2.17, 6.68], [2.87, 3.05, -2.77], [-4.76, -0.89, -2.44], [-6.63, 0.28, 4.62], [0.77, -0.37, -4.98], [-0.80, 0.61, -6.09], [-2.64, 0.55, -5.98], [3.43, 2.54, -3.60], [3.24, -1.01, 3.12], [-0.91, -0.65, -4.40], [1.32, -1.67, 2.55], [-0.39, 1.57, -6.35], [4.52, 4.26, -4.08], [6.97, 0.31, 0.57], [-1.64, -1.65, -0.28], [5.13, -0.60, 4.04], [-4.00, 0.50, 6.41], [4.79, 1.39, 0.27], [-2.68, 1.44, 0.45], [-2.51, 3.04, -5.98], [4.81, 0.89, -6.81], [2.56, 0.84, 0.31], [4.51, 1.33, -5.85], [-0.12, 1.24, -3.74], [-1.36, 2.38, -0.91], [-2.59, -3.80, 6.08], [-4.11, 3.53, 0.80], [4.69, 3.01, -1.02], [-5.70, -2.16, 3.63], [8.65, 1.60, -0.01], [-4.46, 1.49, 6.18], [3.57, 0.60, -5.10], [6.77, 2.32, -0.71], [5.10, -3.50, -2.95], [5.00, -0.50, 1.71], [3.82, -1.77, -2.67], [-2.89, 4.68, -0.54], [7.19, 3.10, -1.37], [2.18, 0.44, -2.53], [-1.68, -0.43, -1.03], [-3.36, -0.79, 4.13], [-2.58, 2.28, -7.62], [1.54, -1.85, 4.65], [-2.89, -2.37, 4.57], [-2.61, -2.60, -0.52], [-0.19, 3.63, -2.29], [-3.47, 5.56, -0.43], [-0.47, -0.04, -6.94], [-2.47, -2.73, 2.56], [-5.89, 0.21, 3.83]],
  "mulliken_charge": [-1.02, 0.60, 0.46, -0.56, -0.35, 0.43, -1.14, -0.63, 0.37, -0.42, 0.50, -0.96, 0.35, 0.19, 0.45, 0.32, -0.71, 0.47, 0.37, -0.40, -0.04, 0.39, -0.77, 0.51, 0.37, 0.41, 0.34, 0.51, -0.80, 0.31, 0.54, -0.35, 0.35, 0.36, -0.88, 0.19, 0.46, -0.98, 0.20, -0.83, 0.52, -0.78, 0.71, -0.62, 0.52, 0.05, 0.44, -0.69, 0.43, -0.02, 0.27, 0.33, 0.27, 0.14, -0.79, 0.33, 1.24, -0.02, 0.24, 0.34, 0.44, -0.67, -0.84, 0.21, 0.47, 0.43, 0.55, 0.33, 0.05, -1.18, -0.04, 0.00, 0.39, 0.23, 0.67, 0.54, 0.45, -0.39, -0.08, 0.48, -1.20, -0.39, 0.56, 0.25, 0.41, 1.34, -0.79, -1.25, 0.86, 0.35, 0.52, 0.43, -0.85, 0.43, 0.32, -0.16, -0.59, 0.43, -0.53, -0.75, -0.55, 0.44, -0.22, 0.82, -0.19, 0.29, -0.37, 0.46, -0.76, 0.28, 0.42, 0.41, 0.16, -1.11]
}

=====

{
  "formula": "C4H8Ag3BBr4F4",
  "method": "ωB97M-V with the def2-TZVPD basis set",
  "spin_multiplicity": 2,
  "relative_energy_kcal_mol": 25.9,
  "total_energy_ev": -307986.5145,
  "charge": 1,
  "fmax_ev_per_a": 3.8,
  "symbols": ["Ag", "Br", "C", "H", "H", "H", "Ag", "Ag", "C", "F", "Br", "C", "H", "Br", "B", "F", "F", "H", "H", "H", "Br", "C", "H", "F"],
  "coordinates": [[3.36, 0.74, -2.29], [3.88, 0.24, 4.65], [-3.82, 0.62, -1.39], [1.90, 0.86, 3.11], [-3.10, 1.43, -1.31], [3.04, -2.02, 2.96], [1.00, -1.73, -2.66], [-0.42, 2.15, -3.07], [2.66, 0.08, 3.09], [1.58, 2.06, -1.32], [-4.52, -1.76, -2.74], [2.22, -1.32, 2.81], [3.26, 0.38, 2.24], [-4.55, 0.07, 0.46], [1.01, 0.94, -0.68], [-0.18, 0.55, -1.19], [0.93, 1.06, 0.66], [1.85, -1.43, 1.79], [-4.63, 0.94, -2.05], [-2.52, -1.07, -1.29], [0.91, -1.78, 4.20], [-3.13, -0.60, -2.06], [-2.54, -0.32, -2.93], [1.81, -0.09, -1.01]],
  "lowdin_spin": [0.19, 0.00, 0.00, 0.00, 0.00, 0.00, 0.38, 0.12, 0.00, 0.03, 0.01, 0.00, 0.00, 0.00, 0.08, 0.05, 0.01, 0.00, 0.00, 0.00, 0.00, 0.01, 0.01, 0.11]
}

=====

{
  "formula": "C4H12O4",
  "method": "ωB97M-V with the def2-TZVPD basis set",
  "relative_energy_kcal_mol": 74.8,
  "total_energy_ev": -12529.8504,
  "fmax_ev_per_a": 4.0,
  "symbols": ["C", "C", "H", "O", "C", "H", "H", "H", "H", "O", "C", "H", "O", "H", "H", "H", "H", "O", "H", "H"],
  "coordinates": [[-2.42, 0.46, 0.71], [-2.13, -0.34, -0.49], [0.00, -1.36, 1.15], [2.35, 0.35, -0.23], [0.04, -1.34, 0.06], [1.84, -0.78, -0.02], [-1.51, 0.62, 1.29], [2.87, -0.10, -0.91], [-2.87, 1.42, 0.44], [1.18, -1.53, -0.42], [-1.07, -1.11, -0.77], [-0.70, 1.17, -0.95], [1.01, 0.70, 1.75], [0.78, 1.53, -0.71], [-3.16, -0.04, 1.34], [1.20, 1.27, 2.49], [-0.92, -1.42, -1.80], [-0.08, 1.90, -1.01], [1.76, 0.74, 1.07], [-2.74, -0.11, -1.36]],
  "mulliken_charge": [-0.94, -0.21, 0.45, -0.95, 0.06, 0.50, 0.19, 0.23, 0.37, -0.48, -0.25, 0.28, -0.62, 0.42, 0.36, 0.23, 0.28, -0.70, 0.44, 0.34]
}

=====

{
  "formula": "C6H12CdO6",
  "method": "ωB97M-V with the def2-TZVPD basis set",
  "relative_energy_kcal_mol": 9.9,
  "total_energy_ev": -23266.4024,
  "fmax_ev_per_a": 2.9,
  "symbols": ["C", "O", "O", "O", "H", "C", "H", "C", "O", "H", "C", "O", "H", "H", "O", "C", "H", "Cd", "H", "H", "H", "C", "H", "H", "H"],
  "coordinates": [[-0.08, 2.38, -0.57], [-0.69, 1.89, 0.43], [0.55, -1.94, -1.17], [0.58, 1.54, -1.26], [1.72, -1.60, 2.39], [-0.22, 3.82, -1.00], [2.25, 0.74, 1.38], [-0.13, -0.62, 2.80], [-1.30, -0.95, -1.66], [-0.19, -1.32, 3.64], [1.38, -0.58, 2.53], [1.61, 0.04, 1.22], [-1.74, -2.74, -3.33], [-0.92, 4.32, -0.34], [-0.86, -1.15, 1.69], [-0.66, -2.71, -3.15], [-0.16, -2.41, -4.06], [-0.09, -0.17, -0.10], [-0.51, 0.36, 3.09], [1.85, -0.01, 3.33], [0.76, 4.31, -0.96], [-0.43, -1.81, -1.96], [-0.42, -3.75, -2.92], [-1.70, -1.51, 1.99], [-0.62, 3.87, -2.01]],
  "mulliken_charge": [1.13, -0.80, -0.71, -0.73, 0.31, -1.04, 0.28, -0.42, -0.72, 0.41, -0.44, -0.41, 0.29, 0.29, -0.42, -1.08, 0.28, 0.58, 0.34, 0.39, 0.29, 1.32, 0.30, 0.27, 0.29]
}

=====

{
  "formula": "C4H5P",
  "method": "ωB97M-V with the def2-TZVPD basis set",
  "relative_energy_kcal_mol": 10.6,
  "total_energy_ev": -13515.4548,
  "smiles": "C1=CCP=C1",
  "fmax_ev_per_a": 3.3,
  "symbols": ["H", "H", "H", "C", "H", "C", "P", "C", "C", "H"],
  "coordinates": [[0.11, 1.60, -1.01], [-1.79, -2.00, -0.14], [2.05, 0.12, 0.26], [0.07, 1.42, 0.05], [0.88, -1.93, 0.00], [-1.12, -1.15, 0.01], [-1.74, 0.46, 0.08], [0.29, -1.08, 0.06], [0.92, 0.14, 0.17], [0.33, 2.43, 0.54]],
  "mulliken_charge": [0.26, 0.37, 0.27, -0.68, 0.39, -0.26, -0.05, -0.48, -0.18, 0.35]
}

=====

{
  "formula": "C2H3NS2",
  "method": "ωB97M-V with the def2-TZVPD basis set",
  "relative_energy_kcal_mol": 81.2,
  "total_energy_ev": -25279.0476,
  "fmax_ev_per_a": 2.3,
  "symbols": ["S", "S", "C", "H", "N", "H", "H", "C"],
  "coordinates": [[0.67, -0.87, 0.24], [-2.82, 0.45, 0.13], [0.53, 0.77, 0.26], [0.70, 1.30, -0.66], [-1.98, -0.84, -0.04], [0.20, 1.40, 1.13], [-0.96, -2.46, -0.34], [-0.96, -1.49, 0.05]],
  "mulliken_charge": [-0.09, -0.09, -0.68, 0.32, -0.13, 0.34, 0.33, 0.00]
}